Record 1
This record from the OMol25 dataset describes a molecular structure, C19H22BaBrN. The level of theory is the ωB97M-V functional and the def2-TZVPD basis.

Computed properties:
* F_max: 3.305 eV/A
* E: -92285.1833 eV
* net charge: -2

Geometry as XYZ:
```
44
Properties=species:S:1:pos:R:3:mulliken_charge:R:1
C -1.68516 -1.53932 -3.96169 0.049
C -2.17699 -2.69732 -3.30052 -1.088
C -3.25271 -2.30189 -2.46047 -0.843
H -1.83765 -3.72262 -3.49004 0.355
C -3.37418 -0.88766 -2.53975 -0.375
C -2.44221 -0.42278 -3.50760 -0.287
H -2.41398 0.57898 -3.94480 0.365
H -0.98747 -1.51674 -4.80649 0.327
H -3.90584 -2.96740 -1.87891 0.383
H -4.12045 -0.27955 -2.03000 0.346
Ba -0.90758 -1.96539 -0.57510 1.391
Br 1.55822 -3.52463 0.01264 -0.877
C 2.63642 1.03309 -2.41681 -0.617
C 1.52065 1.63757 -3.07057 -0.633
C 1.16733 0.82038 -4.18686 -0.466
H 1.02505 2.56589 -2.78460 0.322
C 2.03909 -0.30940 -4.20674 -0.617
C 2.89215 -0.21283 -3.06951 -0.485
H 3.56989 -0.99254 -2.72395 0.358
H 3.11245 1.38840 -1.50487 0.446
H 0.40134 1.05034 -4.92104 0.444
H 1.98573 -1.14697 -4.90685 0.364
C 2.02056 2.57243 3.42877 -0.896
N 1.97473 1.22158 2.96121 0.247
C 2.60604 0.20590 3.74378 -0.910
C 1.07633 0.85398 1.87606 -0.988
C -0.33238 0.49712 2.29348 0.601
C -0.77843 0.54851 3.64974 -0.336
C -2.06663 0.08921 3.94964 -0.593
C -2.93254 -0.36025 2.94880 -0.605
C -2.51108 -0.30374 1.59137 0.011
C -1.20918 0.05234 1.34685 -1.062
H 2.93329 2.72785 4.02801 0.335
H 1.14592 2.83300 4.05755 0.268
H 2.01332 3.26237 2.57096 0.239
H 1.90627 -0.26577 4.46159 0.267
H 2.98676 -0.59453 3.08974 0.248
H 3.43895 0.65126 4.31202 0.335
H 1.06180 1.70914 1.18229 0.281
H 1.52142 -0.01410 1.35985 0.303
H -0.10751 0.89860 4.44495 0.217
H -2.38682 0.08585 4.98957 0.316
H -3.93517 -0.73462 3.20425 0.338
H -3.22973 -0.52377 0.78402 0.521
```

=====

Record 2
This record from the OMol25 dataset describes 2 unconnected molecules or ions with the total composition C8H7NO3S. The level of theory is the ωB97M-V functional and the def2-TZVPD basis.

Computed properties:
* ΔE to the lowest compared entry with this formula, charge and spin: 86.1 kcal/mol
* F_max: 5.278 eV/A
* E: -26872.1362 eV
* net charge: 0

Geometry as XYZ:
```
20
Properties=species:S:1:pos:R:3:mulliken_charge:R:1
C -2.21560 2.14760 -0.24421 -0.539
C -1.68022 1.45068 0.82183 -0.161
C -1.83343 1.81560 -1.50564 -0.209
C -0.86020 0.43639 0.58126 -0.574
C -1.08540 0.68504 -1.84370 -0.621
C -0.50353 0.05676 -0.73007 0.474
C 0.54878 -0.93942 -0.87471 -0.001
C 2.79459 -1.00687 1.85765 0.649
N 2.86439 -0.74434 3.03463 -0.509
O 3.11034 -1.32293 0.78474 -0.467
O 1.53381 -3.24633 -0.41247 -0.399
O 0.40198 -1.70480 -2.08345 -0.256
S 0.10505 -2.52573 -0.79770 0.423
H -2.52907 3.23632 -0.10314 0.242
H -1.79911 1.81311 1.94133 0.217
H -2.13552 2.49538 -2.27548 0.359
H -0.23324 -0.10024 1.27139 0.281
H -0.62383 0.63262 -2.81843 0.345
H 2.10395 -2.57581 -0.18540 0.455
H 2.03627 -0.60303 3.58157 0.292
```

=====

Record 3
This record from the OMol25 dataset describes 2 unconnected molecules or ions with the total composition C5H15N2O2. The level of theory is the ωB97M-V functional and the def2-TZVPD basis.

Computed properties:
* ΔE to the lowest compared entry with this formula, charge and spin: 22.7 kcal/mol
* F_max: 3.439 eV/A
* E: -12502.6052 eV
* net charge: -1

Geometry as XYZ:
```
24
Properties=species:S:1:pos:R:3:mulliken_charge:R:1
C 1.28387 1.52617 -0.29082 -0.831
N 0.67895 0.52767 -1.20882 -0.316
C 1.03041 -0.93611 -1.01135 -0.471
C -0.11369 -1.94241 -0.98786 -0.697
C -0.92911 -2.00697 0.37348 -0.604
O -1.20034 -0.81555 0.99578 -0.899
C 0.47973 1.96139 0.94160 -0.462
N 0.55413 0.94524 2.00148 -0.711
H 1.34157 2.35344 -1.04539 0.314
H 2.36120 1.30743 -0.30864 0.457
H -0.32885 0.68541 -1.10577 0.212
H 1.52373 -0.97265 -0.02357 0.272
H 1.62777 -1.08278 -1.91789 0.362
H 0.39323 -2.87508 -1.20189 0.350
H -1.02576 -1.67986 -1.64632 0.314
H -1.89349 -2.43563 0.09454 0.293
H -0.21679 -2.58695 1.00276 0.378
H 0.92952 2.89368 1.30385 0.326
H -0.56357 2.09326 0.58567 0.295
H 1.52964 0.71219 2.16082 0.230
H -0.03160 0.09826 1.87970 0.457
H -3.18949 1.03938 -0.01533 0.263
H -1.86740 0.21515 -0.05980 0.209
O -2.37365 0.97533 -0.51625 -0.741
```

=====

What is the E in the first record?
-92285.1833 eV